This record from the Open Molecules 2025 dataset describes C34H25Br2N4O7ScTe4 as an isolated structure in a non-equilibrium geometry. The level of theory is ωB97M-V with the def2-TZVPD basis set.

Atoms and positions in Å:
Sc -0.326 0.144 0.307
C 2.797 1.337 -0.195
O 1.872 0.661 0.652
C 2.260 0.207 1.872
C 3.561 0.342 2.315
C 3.935 -0.105 3.579
Br 5.744 0.130 4.124
C 3.043 -0.700 4.426
C 1.723 -0.873 3.990
C 1.310 -0.436 2.725
O 0.056 -0.651 2.313
C 0.729 -1.529 4.842
N -0.506 -1.750 4.474
C -1.129 -2.386 5.529
C -2.442 -2.833 5.642
C -2.795 -3.442 6.833
C -1.873 -3.601 7.878
C -0.566 -3.157 7.770
C -0.213 -2.547 6.572
N 0.968 -1.992 6.109
H 3.375 2.061 0.378
H 2.169 1.861 -0.909
H 3.447 0.613 -0.692
H 4.307 0.794 1.681
H 3.362 -1.035 5.403
H -0.491 -1.149 3.018
H -3.134 -2.698 4.821
H -3.805 -3.805 6.965
H -2.192 -4.083 8.793
H 0.142 -3.282 8.580
H 1.837 -1.934 6.604
Te -3.184 1.149 0.623
Te -5.170 -0.537 1.341
Te -4.546 -2.516 -0.409
Te -1.922 -2.542 0.253
O -2.609 2.190 -7.720
C -2.987 2.471 -6.429
O -3.828 3.313 -6.261
C -2.313 1.708 -5.361
C -1.332 0.739 -5.586
C -0.718 0.067 -4.549
C -1.034 0.335 -3.196
C -2.044 1.288 -2.991
C -2.661 1.949 -4.028
N -0.426 -0.264 -2.102
C 0.292 -1.356 -2.373
C 0.977 -2.168 -1.452
C 1.674 -3.302 -1.962
C 2.345 -4.156 -1.140
C 2.321 -3.889 0.245
C 1.630 -2.777 0.673
N 0.979 -1.908 -0.101
H -1.937 1.498 -7.687
H -1.000 0.474 -6.587
H 0.042 -0.646 -4.834
H -2.367 1.489 -1.980
H -3.433 2.678 -3.814
H 0.365 -1.728 -3.388
H 1.635 -3.461 -3.033
H 2.864 -5.021 -1.534
H 2.802 -4.530 0.969
H 1.585 -2.603 1.742
O -0.286 1.608 1.685
Br -2.141 5.967 -1.966
C -0.924 4.900 -2.966
C -0.834 5.193 -4.322
C -0.028 4.425 -5.146
C 0.673 3.354 -4.609
C 0.558 3.071 -3.259
C -0.227 3.837 -2.399
C -0.298 3.441 -0.906
O -0.397 4.332 -0.078
O -0.208 2.180 -0.746
H -1.414 6.013 -4.723
H 0.029 4.653 -6.203
H 1.282 2.723 -5.245
H 1.054 2.202 -2.846

The total energy comes out at -9037.39934 Ha. The HOMO energy (alpha / beta) is -0.819 / -0.760 eV. As for the net charge: -2.

***

This record from the Open Molecules 2025 dataset describes an isolated ion of composition C5H8N3 and charge +1 in a non-equilibrium geometry. The level of theory is ωB97M-V with the def2-TZVPD basis set.

Atoms and positions in Å:
N -1.086 -0.419 2.547
C 0.329 -0.448 2.013
C 0.213 -0.047 0.436
C 1.150 -0.806 -0.597
C 0.938 -0.367 -2.093
C -0.132 0.764 -2.334
N -0.810 1.281 -1.187
N -0.723 0.952 0.095
H -1.424 0.553 2.604
H -1.680 -0.976 1.914
H 0.649 -1.540 2.063
H 1.009 0.269 2.587
H 1.905 -1.599 -0.294
H 1.513 -0.834 -2.963
H -0.364 1.173 -3.386
H -1.487 2.045 -1.404

The total energy comes out at -359.19768 Ha. The HOMO energy is -13.065 eV. Its SMILES is NCc1ccc[nH+]n1. As for the net charge: +1.

***

This record from the Open Molecules 2025 dataset describes a 2-piece molecular cluster, C3H6O3 overall in a non-equilibrium geometry. The level of theory is ωB97M-V with the def2-TZVPD basis set.

Atoms and positions in Å:
C 0.353 1.236 -1.077
C 1.473 0.889 -0.176
O 1.214 0.293 0.862
H -0.300 1.910 -0.446
H 0.852 1.759 -1.886
H -0.050 0.345 -1.591
H 2.410 1.156 -0.463
O -0.577 -2.514 0.650
C -1.457 -1.823 1.044
O -1.280 -0.492 1.057
H -2.402 -2.259 1.289
H -0.236 -0.501 0.736

The total energy comes out at -343.59016 Ha. The HOMO energy is -10.246 eV. Its SMILES is CC=O.O=CO. As for the net charge: 0.

***

This record from the Open Molecules 2025 dataset describes C5H6ClN2 as an isolated structure in a non-equilibrium geometry. The level of theory is ωB97M-V with the def2-TZVPD basis set.

Atoms and positions in Å:
C 1.831 0.642 -0.103
C 1.598 -0.746 -0.032
C 0.797 1.482 0.139
C 0.295 -1.177 -0.100
C -0.517 0.966 0.224
N -0.696 -0.289 -0.001
N -2.398 -0.928 0.355
Cl -3.467 0.245 -0.177
H 2.873 1.076 -0.280
H 2.369 -1.503 0.003
H 0.998 2.523 0.056
H -0.075 -2.308 -0.033
H -1.378 1.529 0.451
H -2.231 -1.511 -0.502

The total energy comes out at -763.44727 Ha. The HOMO energy is -15.023 eV. As for the net charge: +1.

***

This record from the Open Molecules 2025 dataset describes a 2-piece molecular cluster, C5H14 overall in a non-equilibrium geometry. The level of theory is ωB97M-V with the def2-TZVPD basis set.

Atoms and positions in Å:
C 1.017 1.638 1.912
C -0.247 1.587 1.026
C 0.025 1.761 -0.463
H 1.766 2.175 1.322
H 1.488 0.681 2.133
H 0.763 2.075 2.872
H -0.711 0.612 1.212
H -0.909 2.402 1.337
H 0.959 2.320 -0.555
H 0.128 0.749 -0.879
H -0.701 2.308 -1.063
C -0.325 -2.045 -1.807
C -0.601 -2.427 -0.359
H -1.218 -2.329 -2.372
H 0.158 -1.109 -2.082
H 0.388 -2.748 -2.267
H -1.311 -3.252 -0.380
H -1.016 -1.682 0.312
H 0.349 -2.715 0.102

The total energy comes out at -198.86443 Ha. The HOMO energy is -11.182 eV. Its SMILES is CCC.CC. As for the net charge: 0.

***

This record from the Open Molecules 2025 dataset describes C26H41ClMoN5O3PS3SiTe as an isolated structure in a non-equilibrium geometry. The level of theory is ωB97M-V with the def2-TZVPD basis set.

Atoms and positions in Å:
Mo 0.602 0.049 0.560
C 2.014 -1.997 3.736
Si 1.681 -1.957 1.908
C 0.560 -3.402 1.518
C 3.335 -1.622 1.093
C 4.501 -2.379 1.016
C 5.620 -1.876 0.359
C 5.593 -0.610 -0.218
C 4.448 0.173 -0.143
C 3.348 -0.353 0.513
H 2.494 -2.952 3.978
H 1.093 -1.929 4.316
H 2.689 -1.197 4.046
H 1.143 -4.305 1.316
H -0.111 -3.223 0.677
H -0.053 -3.589 2.402
H 4.538 -3.370 1.454
H 6.520 -2.473 0.295
H 6.470 -0.229 -0.724
H 4.427 1.162 -0.586
H 2.463 0.309 0.643
C 2.119 2.634 5.850
N 1.398 1.761 4.913
C 1.638 1.488 3.641
S 0.346 0.556 2.872
N 2.704 1.852 2.955
C 3.892 2.611 3.362
H 1.474 2.783 6.711
H 2.323 3.603 5.407
H 3.042 2.175 6.193
H 0.544 1.348 5.259
H 2.647 1.599 1.980
H 4.305 2.227 4.287
H 3.678 3.672 3.458
H 4.639 2.479 2.584
C 0.608 -3.834 -3.336
N -0.152 -2.611 -3.600
C 0.619 -1.762 -4.511
N 1.964 -1.458 -4.020
C 2.667 -2.713 -3.757
N 1.950 -3.569 -2.816
C 1.921 -2.997 -1.483
P 1.004 -1.360 -1.444
C -0.509 -1.911 -2.378
C 1.941 -0.580 -2.867
H 0.707 -4.381 -4.273
H 0.060 -4.455 -2.626
H 0.078 -0.830 -4.682
H 0.716 -2.286 -5.462
H 3.661 -2.495 -3.363
H 2.774 -3.250 -4.699
H 2.940 -2.833 -1.135
H 1.437 -3.694 -0.802
H -1.111 -1.033 -2.620
H -1.112 -2.556 -1.734
H 2.959 -0.369 -2.534
H 1.465 0.359 -3.140
C -5.770 0.769 -1.548
Te -3.936 1.626 -0.833
C -5.274 3.015 0.049
C -6.440 3.073 -0.899
C -7.277 4.179 -0.967
C -8.332 4.185 -1.868
C -8.539 3.099 -2.709
C -7.706 1.992 -2.640
C -6.664 1.969 -1.722
H -6.113 0.099 -0.759
H -5.631 0.203 -2.466
H -4.765 3.964 0.201
H -5.503 2.570 1.019
H -7.107 5.031 -0.320
H -8.986 5.045 -1.922
H -9.348 3.117 -3.426
H -7.874 1.144 -3.292
Cl -0.239 1.574 -1.532
C 1.082 1.929 -0.357
H 0.778 2.805 0.214
H 1.987 2.129 -0.924
O -2.638 -0.367 2.613
S -2.568 0.294 1.357
O -1.579 -0.334 0.406
O -3.955 0.218 0.605
S -2.318 2.273 1.371

The total energy comes out at -4136.07676 Ha. The HOMO energy is -12.776 eV. As for the net charge: +2.

***

Per-record ΔE to the lowest compared entry with this formula, charge and spin, kcal per mole: 112.4 98.6 40.4 35.6 15.5 72.3